Record 1
29
Properties=species:S:1:pos:R:3:forces:R:3 method="wB97M-V/def2-TZVPD" gap_ev=8.74 smiles="CN(C)/N=C(/c1ccccc1)C(O)(O)O"
C 4.2522 -0.4418 -0.0729 -0.36 1.68 -2.05
C 3.4766 -1.0251 0.8380 -0.63 -2.63 4.00
C 3.5893 0.3071 -1.0211 -1.60 -0.08 -2.10
C 2.1216 -0.8381 0.9594 -1.11 -0.02 -0.79
C 2.1779 0.4046 -1.0417 0.58 1.56 -0.31
C 1.4346 -0.0602 -0.0160 0.74 -1.31 2.59
C 0.0086 0.2258 0.1600 -0.61 3.44 0.24
C -2.3435 -2.2324 -0.2885 0.08 -2.35 -0.48
C -2.9592 0.1688 0.0562 -1.32 -2.02 0.89
C -0.2994 1.9320 0.2415 1.41 -1.95 1.50
N -0.7085 -0.7876 0.2278 0.18 -1.03 -0.29
N -2.0155 -0.9590 0.2938 -0.28 1.31 -1.00
O -0.4136 2.4129 -1.0410 1.03 0.30 0.15
O 0.9270 2.3994 0.9048 -1.20 -0.04 0.29
O -1.3497 2.3247 1.0430 -2.51 2.00 -1.14
H 5.2904 -0.5301 -0.0539 1.51 -0.24 -0.17
H 3.9230 -1.7158 1.6100 -0.27 0.87 -0.87
H 3.9765 0.6434 -1.9725 1.01 0.35 0.34
H 1.5731 -1.3776 1.7442 0.16 0.50 -0.37
H 1.5913 1.0408 -1.7403 1.27 -0.74 -0.22
H -3.1917 -2.6299 0.3262 0.67 -0.21 -0.86
H -2.5891 -2.3073 -1.4058 -0.04 0.85 1.29
H -1.4037 -2.9077 -0.2565 -1.71 1.08 0.57
H -3.8541 -0.3022 -0.3732 0.08 0.04 0.14
H -3.2559 0.4941 1.0555 0.09 0.66 -0.36
H -2.7358 0.9618 -0.6349 0.96 0.20 -0.10
H 0.4568 2.2132 -1.4548 -0.90 0.45 0.15
H 0.8187 2.2594 1.8936 -0.07 0.18 -1.88
H -1.9897 3.1030 0.6637 2.85 -2.86 0.83

***

Record 2
28
Properties=species:S:1:pos:R:3:forces:R:3 method="wB97M-V/def2-TZVPD" total_charge=+1 gap_ev="5.42 / 6.81" spin_multiplicity=3 s_squared=2.011
C 1.7155 -0.9359 -1.2300 -2.38 1.62 2.68
C 2.1384 -2.0132 -1.9619 1.13 -2.15 -1.61
C 0.3759 -2.6879 -0.7800 -1.50 -2.46 0.20
C 1.3265 2.6233 1.4798 -1.81 -1.93 -1.41
C 0.6164 -1.3546 -0.4885 1.09 5.15 0.06
C 0.2178 2.0473 -0.2571 0.38 -2.91 -0.71
C 0.2571 0.9451 0.5805 0.08 0.07 -0.37
C -0.3165 2.0633 -1.6985 -0.23 -0.74 2.15
C -0.3014 -1.0164 1.8253 -0.35 -4.87 -0.29
C -0.2210 -0.4471 0.3979 1.24 -0.63 1.50
N 0.9038 3.0266 0.3190 0.40 2.06 0.04
N 0.9114 1.3265 1.7505 0.20 3.00 -2.08
N -1.6610 -0.3439 -0.0943 -1.33 -0.24 1.63
O 1.2883 -3.0938 -1.7106 0.27 -1.54 -0.82
H 2.0521 0.0743 -1.0966 0.56 0.10 -0.53
H 2.9457 -2.2617 -2.6739 -0.63 0.55 0.72
H -0.3847 -3.3217 -0.3285 0.66 -0.36 -0.56
H 1.8599 3.2445 2.0917 1.33 1.03 1.80
H -1.0163 2.8925 -1.6116 -0.99 -0.51 -0.84
H 0.4225 2.4342 -2.3675 0.82 -0.08 -0.58
H -0.6349 0.9889 -1.9959 0.22 2.23 0.05
H -1.0051 -0.5988 2.4832 -1.04 1.23 0.59
H 0.6334 -1.1238 2.4162 -0.34 0.23 -1.01
H -0.6898 -2.1519 1.7569 0.91 2.25 0.07
H 1.3847 0.8183 2.4370 0.29 -1.20 0.99
H -2.2561 0.1516 0.5494 0.19 0.49 1.60
H -2.2478 -1.1557 -0.2031 0.46 -1.18 -0.74
H -1.7977 0.2986 -0.8167 0.39 0.79 -2.53

***

Record 3
29
Properties=species:S:1:pos:R:3:forces:R:3 method="wB97M-V/def2-TZVPD" total_charge=+1 gap_ev=7.46
C -3.4016 0.3668 1.3598 0.12 -1.21 -0.61
C -2.0524 0.4890 1.0962 0.40 -0.16 1.34
C -4.1796 -0.2215 0.2946 -1.40 1.70 4.38
C -2.5724 0.2136 -1.2188 3.33 -0.95 0.01
C -1.5470 0.2114 -0.2024 -1.05 1.94 -1.30
C 2.0110 1.4511 -0.0012 0.72 0.48 -1.55
C 2.7359 0.1749 0.0121 0.48 -1.71 -0.57
C -0.2210 0.4147 -0.6691 1.85 1.00 1.53
C 0.2943 -0.3270 -1.8078 0.22 -2.58 -1.33
C 2.3695 -2.1865 0.6401 -0.85 -0.95 0.58
N -3.7566 -0.0700 -0.8811 -2.27 -0.90 -3.26
N 0.5950 1.3309 -0.0693 -1.10 -0.43 -0.81
N 1.8597 -0.8069 0.6595 0.82 -0.23 0.16
O 2.4981 2.5503 0.0883 -0.46 -0.43 0.59
O 0.0075 2.4367 0.4539 1.62 2.12 1.84
H -3.7299 0.5693 2.3725 -0.36 -0.23 -0.23
H -1.4178 0.6884 2.0057 -0.35 -0.11 -1.47
H -5.2090 -0.6123 0.4299 0.84 0.04 0.12
H -2.3901 0.3031 -2.2941 0.24 0.39 0.39
H 3.0935 -0.1661 -1.0071 -0.97 0.35 0.77
H 3.6842 0.3061 0.4978 0.54 0.44 0.61
H 0.6539 -1.3497 -1.4498 -0.35 1.23 -0.21
H 1.1134 0.0953 -2.4375 -0.85 0.06 0.74
H -0.5739 -0.6601 -2.4478 0.86 0.64 0.44
H 2.8737 -2.4419 1.5767 -0.16 0.07 0.17
H 1.4057 -2.8542 0.6192 2.27 0.68 -0.64
H 3.2180 -2.3249 -0.0779 -1.43 -0.19 -0.10
H 1.7646 -0.5523 1.6457 -0.07 0.11 -0.38
H 0.8731 2.9717 0.8119 -2.64 -1.19 -1.23

***

Record 4
28
Properties=species:S:1:pos:R:3:forces:R:3 method="wB97M-V/def2-TZVPD" gap_ev=9.04 smiles=c1ncc(N2C[C@H]3CCNC[C@H]32)cn1
C 1.2253 -0.1071 -1.1614 -0.10 0.74 -1.64
C 1.6145 0.4487 0.1929 1.84 -1.34 0.37
C 1.7269 1.9323 0.3328 -0.71 0.87 -0.34
C 1.6063 2.2498 1.8261 1.00 -0.29 0.82
C -0.4745 0.9558 1.6198 -0.56 -1.27 -1.05
C 0.3063 -0.1180 0.7343 -1.66 0.41 0.14
C -1.0520 -1.1827 -1.1335 -0.03 -0.67 -0.07
C -1.1148 -1.6112 -2.4583 0.24 1.09 0.23
C -2.8281 -2.9653 -1.9488 -1.96 -2.05 0.31
C -1.9939 -1.7932 -0.2769 0.95 1.28 0.73
H 1.2766 0.5653 -2.0226 0.17 0.30 0.08
H 1.7270 -1.0047 -1.5020 0.13 -0.64 0.32
H 2.5175 -0.1023 0.6047 -0.90 0.97 -0.25
H 0.8886 2.4739 -0.2006 0.80 -0.79 0.31
H 2.6624 2.2817 -0.1435 -0.35 0.05 0.57
H 1.4050 3.3076 1.9780 -0.02 0.24 -0.06
H 2.5951 2.0302 2.3225 -0.90 0.20 -0.39
H 0.1935 1.9205 3.3236 0.36 -0.44 -0.78
H -1.4418 0.6136 2.1319 1.76 0.01 -0.31
H -0.8577 1.7166 0.9157 0.22 -0.03 0.07
H 0.4870 -1.0963 1.2218 -0.44 0.46 0.08
H -0.4907 -1.1615 -3.2322 0.07 -0.20 0.19
H -3.5245 -3.8092 -2.2170 0.71 1.15 -0.17
H -1.9762 -1.5584 0.7788 0.00 0.22 0.18
N 0.5688 1.4138 2.5056 -0.07 0.92 0.85
N -0.1268 -0.2699 -0.6886 -0.72 -0.25 1.33
N -2.0107 -2.4929 -2.8450 0.07 -0.46 -0.90
N -2.9090 -2.6371 -0.6579 0.12 -0.49 -0.63

***

Record 5
29
Properties=species:S:1:pos:R:3:forces:R:3 method="wB97M-V/def2-TZVPD" gap_ev=7.84 smiles="CCCCCn1cnc2c(=S)nc[nH]c21"
C -3.9130 -0.1407 -0.2752 -0.20 0.80 0.88
C -2.6325 -0.1829 -1.1025 -0.26 -0.18 -0.27
C -1.5356 -1.0670 -0.5151 -0.25 -0.86 -0.08
C -1.0778 -0.6961 0.8985 -0.17 0.47 -0.24
C -0.4704 0.7136 1.0215 -0.13 -0.22 -0.60
C 0.7682 1.5841 -1.0354 -0.26 0.38 -0.40
C 2.6969 0.7342 -0.7643 0.24 -0.21 0.23
C 1.9396 0.3485 0.3144 -0.68 0.29 -0.07
C 3.7425 -0.8004 1.1924 -0.41 0.23 0.03
C 4.0775 0.3093 -0.8558 0.06 0.05 -0.23
H -3.7501 0.3549 0.7405 -0.23 -0.64 -1.26
H -4.7016 0.4378 -0.7976 0.43 -0.28 0.32
H -4.3033 -1.1478 -0.1041 0.03 0.07 0.07
H -2.8792 -0.5591 -2.1134 0.17 0.20 0.39
H -2.2672 0.8360 -1.2338 0.08 0.09 -0.10
H -1.9014 -2.1350 -0.5012 0.33 0.98 0.06
H -0.6705 -1.0647 -1.1906 -0.08 0.02 0.10
H -1.9108 -0.7461 1.6024 0.00 -0.10 0.01
H -0.3500 -1.4383 1.2000 0.26 -0.18 0.27
H -1.1789 1.4805 0.7133 -0.17 -0.05 0.02
H -0.2156 0.9438 2.0527 0.20 -0.03 0.14
H -0.0808 2.1384 -1.4481 0.31 -0.31 0.35
H 1.8764 -0.6853 2.1497 0.17 0.06 -0.25
H 4.0866 -1.3963 2.0284 0.29 -0.10 -0.08
N 0.6906 0.8967 0.1566 0.45 -0.32 0.40
N 1.9342 1.5157 -1.6023 -0.08 -0.04 0.03
N 2.4165 -0.4300 1.3333 0.27 0.04 -0.21
N 4.5174 -0.4882 0.2193 -0.29 -0.13 0.38
S 5.0924 0.6845 -2.0835 -0.11 -0.02 0.12

***

Record 6
26
Properties=species:S:1:pos:R:3:forces:R:3 method="wB97M-V/def2-TZVPD" total_charge=+1 gap_ev=8.66 smiles="CC(C)=[NH+]Cc1ccccc1O"
C -1.0286 -0.7613 3.1087 -1.26 2.79 -0.74
C -0.1196 -1.7553 2.9303 0.97 -0.04 1.76
C -1.5448 -0.1516 1.9312 1.05 0.11 0.75
C 0.3915 -2.1473 1.7276 0.29 0.25 -0.43
C -1.0385 -0.5509 0.6561 -0.36 0.17 3.02
C -0.0024 -1.4975 0.5845 -1.34 0.29 0.74
C -1.4927 0.1230 -0.5534 -1.67 -0.65 -0.09
C 0.4418 1.2289 -1.5832 1.71 2.56 -0.10
C 0.5562 0.4142 -2.7515 1.33 -2.26 -2.31
C 1.4764 2.2953 -1.2312 1.24 -0.11 -5.41
N -0.5374 1.1797 -0.8096 -3.21 1.24 3.14
O 0.5978 -1.7456 -0.5972 -0.85 0.87 -0.78
H -1.1661 -0.1864 4.0824 -0.07 -1.47 -1.24
H 0.3969 -2.0412 3.8232 0.13 -0.77 0.34
H -2.1394 0.7890 2.1251 0.27 -1.29 -0.88
H 1.2435 -2.7969 1.6916 0.20 -0.51 0.04
H -1.5095 -0.6923 -1.2174 0.22 -0.29 -1.98
H -2.5552 0.4337 -0.4495 0.95 0.50 -0.14
H 0.9265 0.9793 -3.6582 -0.52 -0.23 1.12
H -0.3077 -0.2550 -3.0766 1.11 1.09 0.83
H 1.4506 -0.2331 -2.4972 -0.94 0.26 -0.51
H 1.2366 3.2212 -1.8818 0.08 -1.18 1.29
H 2.5023 2.0121 -1.7252 -1.80 0.25 1.30
H 1.5660 2.5142 -0.2234 0.06 0.39 1.87
H -0.7000 1.8807 -0.0190 1.21 -0.99 -1.46
H 1.3561 -2.2568 -0.3864 1.21 -0.99 -0.13

***

Record 7
26
Properties=species:S:1:pos:R:3:forces:R:3 method="wB97M-V/def2-TZVPD" total_charge=+1 gap_ev=9.06 smiles=Cc1ccc2c(c1)[N+](C)(C)C[Se]2
C -0.4015 2.6839 0.0029 -0.83 0.44 0.53
C 0.9004 2.3152 -0.0420 1.82 -1.21 -1.06
C -1.0483 0.3150 0.0074 1.33 1.33 -0.74
C -1.4177 1.6636 -0.0042 0.70 1.67 1.33
C 0.3115 -0.0676 -0.0432 -0.49 3.35 0.18
C 1.2820 0.9522 -0.0535 -1.01 0.31 0.05
C 2.1197 -1.2970 0.6046 0.36 2.21 0.49
C -2.8583 2.0849 0.2717 0.89 -2.11 -0.18
C 0.8206 -1.8693 -1.5349 1.41 -0.25 -0.76
C -0.0135 -2.3183 0.7295 1.55 -0.55 0.67
N 0.8400 -1.4126 -0.0754 -1.11 0.07 -1.20
Se 3.0804 0.3691 0.0801 -0.84 -0.87 -0.08
H -0.4796 3.8070 0.1898 -0.99 -1.72 -0.63
H 1.6858 3.0561 -0.2336 -0.29 -0.18 0.66
H -1.8605 -0.3396 -0.0185 -0.95 -1.39 0.17
H 1.8804 -1.2194 1.6614 0.44 -0.27 0.03
H 2.6911 -2.0669 0.2820 1.90 -2.71 -0.23
H -2.9279 3.0763 0.5813 0.26 1.65 1.01
H -3.3982 2.1225 -0.6532 -0.74 -0.70 -0.46
H -3.2568 1.4010 1.0556 -0.23 0.58 -0.86
H 0.9490 -3.0434 -1.5943 -0.60 2.60 0.01
H -0.0871 -1.3572 -1.9232 0.28 -1.34 0.04
H 1.6539 -1.3344 -2.1084 -0.82 -0.91 1.06
H 0.5505 -3.2518 0.8983 -0.47 0.25 -0.31
H -0.0701 -1.8031 1.6652 -0.68 -0.02 0.69
H -0.9460 -2.4660 0.2546 -0.90 -0.22 -0.38

***

Record 8
25
Properties=species:S:1:pos:R:3:forces:R:3 method="wB97M-V/def2-TZVPD" gap_ev=10.27 smiles=c1ccccc1.C1CCOC1
O 0.5798 -0.5332 2.1079 -0.18 0.05 0.29
C -0.6640 0.1748 2.0088 0.00 0.66 -0.15
C 0.5955 -1.2989 3.3210 0.76 -0.05 0.31
C -1.5809 -0.4263 3.0671 -0.47 0.02 -0.01
C -0.5752 -0.7957 4.1566 -0.04 0.07 0.51
H -0.4883 1.2516 2.1961 0.05 -0.34 0.00
H -1.0470 0.0710 0.9754 0.24 0.28 0.77
H 0.4814 -2.3728 3.0776 0.32 0.89 0.42
H 1.5808 -1.1669 3.8080 -0.45 0.07 -0.20
H -2.3702 0.2741 3.4016 0.44 -0.26 -0.13
H -2.0797 -1.3350 2.6788 0.61 1.23 0.62
H -0.9473 -1.5505 4.8757 0.16 0.30 -0.40
H -0.2836 0.1033 4.7329 -0.08 -0.39 -0.23
C -1.4408 -1.9509 0.3456 -0.11 -0.59 -0.41
C -0.5731 -2.7318 1.1100 -0.05 -0.34 -0.57
C -2.8036 -1.9259 0.6445 -0.20 -0.18 -0.34
C -1.0681 -3.4877 2.1734 -0.36 -0.46 -0.21
C -3.2986 -2.6817 1.7079 -0.38 -0.34 -0.24
C -2.4309 -3.4626 2.4723 -0.10 -0.50 0.03
H -1.0513 -1.3561 -0.4911 -0.18 -0.39 0.37
H 0.4993 -2.7515 0.8748 -0.61 0.04 0.10
H -3.4863 -1.3114 0.0430 0.32 -0.27 0.30
H -0.3853 -4.1021 2.7749 -0.41 0.19 -0.34
H -4.3709 -2.6620 1.9431 0.52 0.00 -0.10
H -2.8204 -4.0574 3.3090 0.18 0.29 -0.40

***

Record 9
25
Properties=species:S:1:pos:R:3:forces:R:3 method="wB97M-V/def2-TZVPD" gap_ev="5.99 / 6.32" spin_multiplicity=3 s_squared=2.021
C -1.7776 0.0768 3.6976 -0.65 -1.13 -3.99
C -1.3033 -2.8480 0.1303 2.34 -2.21 -1.63
C -1.9039 -0.2154 2.5110 -0.64 -1.10 -2.60
C -1.7587 -1.8223 0.6713 0.32 -4.36 -1.60
C 1.7049 -0.8890 -0.2518 -0.71 -0.73 1.60
C 1.0112 1.4493 0.3203 -0.71 2.18 -1.23
C 2.5966 1.1092 -1.5708 -3.30 -1.34 4.31
C -3.2524 0.1786 -0.8222 0.00 1.24 -1.14
C -2.0450 -0.6230 1.0842 -1.97 9.57 6.33
C 1.7882 0.5547 -0.5817 1.73 2.08 -1.61
O -2.4815 0.4452 0.3077 2.41 -0.26 0.59
H -1.5516 0.4898 4.5771 0.69 1.07 2.96
H -1.8887 -3.7263 0.0885 -0.63 -1.49 0.44
H 1.9421 -0.9841 0.9203 -0.24 -0.20 -2.71
H 0.6975 -1.3418 -0.4031 0.39 0.81 0.37
H 2.3001 -1.4958 -0.9205 0.75 -0.15 0.31
H -0.0633 1.5040 -0.0110 0.94 0.52 -0.46
H 1.4847 2.4945 0.4241 -0.99 -1.57 -0.23
H 0.7704 1.0608 1.2577 0.56 -0.85 2.00
H 3.0243 0.4525 -2.2056 1.75 -1.81 -2.11
H -0.2887 -3.0555 -0.3107 -0.69 0.62 -0.27
H 2.8005 2.1368 -1.6128 -0.06 1.23 -0.24
H -4.0609 -0.2913 -0.4227 -2.89 -1.48 0.57
H -2.8814 -0.4342 -1.6126 1.13 -0.62 -0.27
H -3.6041 1.1001 -1.3126 0.49 -0.02 0.63

***

Record 10
27
Properties=species:S:1:pos:R:3:forces:R:3 method="wB97M-V/def2-TZVPD" gap_ev=8.21
C 1.5265 0.0927 2.4892 0.77 1.36 -0.87
C 0.8900 -0.4254 1.4502 -0.90 0.06 0.72
C 2.1681 1.3840 2.5613 -2.37 -0.19 -1.25
C 0.5344 0.2074 0.2500 -1.19 -1.26 -1.08
C 1.7963 2.4397 1.8539 5.37 0.01 3.00
C -0.2861 -0.2831 -0.6999 0.02 0.87 0.02
C -2.5607 -1.2347 0.0961 -0.12 -0.55 -1.85
C -1.2295 -2.2699 -1.8712 -1.41 1.16 -0.53
C 0.1070 1.6614 -2.1228 3.82 -0.51 -2.17
C -1.1579 -1.5212 -0.5564 -0.57 -0.14 0.25
O -0.4192 0.3679 -1.9318 -1.14 -0.57 1.25
Br 3.0707 3.8559 1.6657 -0.29 0.24 0.21
H 1.9334 -0.5859 3.1453 0.26 -1.52 1.97
H 0.5585 -1.3962 1.6253 -0.41 -1.84 -0.10
H 2.9330 1.4305 3.2444 2.06 0.37 1.15
H 1.1035 1.0409 0.0658 0.93 1.97 -0.71
H 1.0307 2.5925 1.2843 -4.44 0.58 -3.15
H -3.2686 -2.1111 -0.0951 1.07 0.96 0.29
H -3.0292 -0.3626 -0.4730 0.54 -0.78 1.46
H -2.3519 -1.1914 1.1691 -0.73 0.81 -0.17
H -1.3259 -3.2759 -1.6016 -0.12 -1.73 -0.06
H -0.3230 -2.0944 -2.3857 0.92 -0.18 -0.84
H -2.0803 -2.0197 -2.5510 0.62 0.13 0.63
H 0.1816 1.7758 -3.2895 -0.43 0.00 2.30
H 1.2228 1.6507 -1.7774 -1.71 0.16 -0.67
H -0.3120 2.5514 -1.6673 -0.91 -0.36 0.32
H -0.7120 -2.2793 0.1220 0.35 0.96 -0.14

***

Record 11
34
Properties=species:S:1:pos:R:3:forces:R:3 method="wB97M-V/def2-TZVPD" total_charge=+3 gap_ev="6.80 / 5.12" spin_multiplicity=6 s_squared=8.789
I 1.5378 -2.5069 2.6129 0.11 0.23 1.94
I -0.0316 -1.4182 -2.1944 -1.33 -1.34 -2.77
Ir 0.9343 -0.5072 -0.0718 0.10 2.60 -0.25
P 2.8988 -0.1701 -1.1930 1.11 0.73 0.34
C 3.8246 -1.6920 -1.2428 0.96 -0.01 -0.55
C 2.7034 0.4456 -2.9031 -0.08 -0.44 0.92
H 3.2897 1.9580 -0.1554 -0.03 0.35 0.06
H 4.7921 1.1145 -0.6095 0.55 0.20 0.00
H 3.8719 0.5828 0.8255 0.18 0.13 0.11
C 3.8130 1.0186 -0.1699 -0.29 -0.86 -0.49
H 2.1865 1.3910 -2.8987 -0.08 0.29 -0.05
H 3.6993 0.5587 -3.3076 0.33 0.00 -0.24
H 4.7984 -1.4656 -1.7368 -0.53 -0.38 0.33
H 3.2918 -2.4541 -1.8301 0.25 0.15 0.16
H 2.1439 -0.2827 -3.4845 0.11 -0.09 -0.28
H 4.0043 -2.0385 -0.2149 0.10 0.04 -0.37
C 1.4626 -2.3150 0.1649 -0.35 -4.87 0.35
O 1.5692 -3.5076 0.2268 0.02 4.38 -1.42
Cl 0.7137 1.8052 -0.7544 0.10 -0.92 0.31
N -5.9112 1.2556 1.3309 0.80 -0.13 1.48
C -4.9300 0.8732 2.1718 -0.68 1.16 -4.57
O -5.1212 0.6723 3.3560 -0.28 -0.46 2.35
C -3.5718 0.6787 1.5559 0.67 -0.13 -0.45
C -3.3469 0.7451 0.1705 -1.10 0.27 0.58
C -2.1183 0.4622 -0.3350 1.39 -0.81 0.32
N -1.0957 0.1111 0.4838 -0.48 -0.98 1.35
C -1.2895 0.0212 1.8068 0.32 0.06 -0.79
C -2.5135 0.3315 2.3522 -0.14 -0.49 1.89
H -6.7988 1.5364 1.7148 -0.53 -0.09 0.21
H -5.6856 1.6894 0.4487 0.18 -0.03 -0.09
H -4.1167 0.9647 -0.5393 -0.35 0.04 -0.27
H -1.9321 0.3379 -1.4009 -0.17 0.63 0.32
H -0.4450 -0.3810 2.3906 -0.79 0.60 -0.13
H -2.6274 0.1852 3.4300 -0.04 0.22 -0.30

***

Record 12
28
Properties=species:S:1:pos:R:3:forces:R:3 method="wB97M-V/def2-TZVPD" total_charge=+1 gap_ev=7.35
C -0.3040 -4.5311 0.8510 0.91 -1.30 3.02
C 0.5826 0.2363 0.2290 -0.48 1.03 -1.57
C 0.1309 -1.0276 0.4264 0.82 -1.26 1.32
C 0.6662 1.1488 1.2828 -0.44 -0.07 0.39
C 0.8523 2.4750 1.3304 0.82 0.27 -1.24
C 0.0521 -1.9196 -0.6262 -0.84 -3.66 0.93
C -0.1437 4.5473 2.4396 -2.22 -2.42 5.40
C -1.0685 -1.3161 -3.8978 0.50 -0.15 0.49
C 0.7209 3.2808 2.5654 -0.59 -0.76 0.20
C -0.2705 -2.2941 -3.0306 -2.34 -1.99 0.49
N -0.3878 -4.1038 -0.2732 -0.54 3.83 -4.11
O 0.1109 -1.6186 -1.8224 -0.15 1.38 0.52
I 1.6219 3.4543 -0.3993 -0.38 -0.21 0.61
H -0.7048 -5.5701 0.9617 0.37 0.59 0.08
H 0.2349 -4.0810 1.6973 -0.50 0.05 0.04
H 0.6988 0.6043 -0.8003 0.25 -0.27 0.36
H 0.0604 -1.4704 1.4415 -0.13 0.50 -0.73
H 0.3120 0.6820 2.1617 -0.15 -0.11 1.41
H -0.1139 4.9099 3.5616 -0.03 -0.02 -2.28
H -1.2313 4.3171 2.3224 0.93 0.14 -0.43
H 0.1995 5.2615 1.8110 1.08 2.09 -1.97
H -0.8008 -0.2516 -3.6798 0.42 -0.94 -0.93
H -0.9410 -1.7419 -4.9029 -0.01 1.01 -0.07
H -2.1305 -1.3325 -3.6746 -0.13 -0.44 0.20
H 1.7259 3.6530 2.7516 0.27 -0.22 0.49
H 0.3606 2.5530 3.3968 0.66 1.50 -1.22
H 0.6865 -2.6351 -3.3325 0.63 -0.20 -1.31
H -0.9196 -3.2299 -2.7904 1.26 1.63 -0.12

***

Ordered strongest force on any atom results: 4.8 5.3 4.9 2.9 1.4 5.5 3.4 1.5 11.6 6.2 4.9 6.3; unit eV Å⁻¹.